Record 1
Entry from the OMol25 dataset: a 3-piece molecular cluster, C4H11NO overall (ωB97M-V/def2-TZVPD).

Computed properties:
Lowest unoccupied orbital energy = -0.1224 Eh
E_HOMO = -8.48 eV
Charge = 0
Energy above the lowest of the compared OMol25 structures with the same formula, charge and spin = 187.8 kcal/mol
2S+1 = 1

Geometry (Å):
C: 2.98793 -0.64126 -0.36602
N: 0.65435 1.53773 0.29341
C: -0.50608 0.91909 0.22523
C: -2.05179 -0.70253 0.92944
C: -0.95145 -0.05035 1.28076
H: 3.93903 -1.12506 -0.16781
H: 2.91669 0.28288 0.19448
H: 2.78216 -0.44818 -1.41599
H: 2.16495 -1.27432 -0.02163
H: -1.40682 1.53842 -0.00342
H: -0.54851 0.27751 -0.73188
H: -2.64824 -1.28365 1.61258
H: -2.35146 -0.39785 -0.16392
H: -0.45282 -0.15394 2.22587
H: -2.50307 -0.84211 -2.03893
H: 0.64384 2.38289 -0.28969
O: -2.66870 -0.01930 -1.56249

Record 2
Entry from the OMol25 dataset: C24H38BrF10N4O6 as an isolated structure (ωB97M-V/def2-TZVPD).

Computed properties:
Lowest unoccupied orbital energy = -0.1293 Eh
E_HOMO = -12.31 eV
Charge = +1
2S+1 = 1

Geometry (Å):
C: -0.11458 3.51169 5.44102
C: 0.46268 2.32999 4.42440
C: -0.27343 0.87925 4.62730
C: -0.40599 0.07710 3.20385
C: 0.94004 0.09053 2.26805
C: 1.36427 -1.36740 1.64430
C: 0.11238 -2.29409 1.13263
N: -0.92849 -1.57013 0.30785
N: -2.14012 -0.96704 0.66161
C: -2.90797 -0.35158 -0.48799
N: -4.12741 0.28004 -0.46020
Br: -4.88077 0.91083 -2.06148
N: -2.08517 -0.58947 -1.75292
C: -0.87794 -1.34265 -1.18649
C: 0.19468 -1.78139 -2.34514
C: 1.74089 -1.96412 -1.83263
C: 2.62063 -2.40352 -3.18552
F: 2.93320 -3.88057 -3.15967
H: -0.54387 3.07844 6.44163
H: 0.78579 4.23696 5.73616
H: -0.88498 4.17921 4.85642
H: 1.61588 2.17816 4.62084
H: 0.36225 2.73037 3.30565
H: -1.38325 1.08407 5.01641
H: 0.23858 0.17165 5.41787
H: -0.82474 -1.00128 3.44630
H: -1.25394 0.62876 2.57284
H: 0.76944 0.90417 1.41151
H: 1.88284 0.48827 2.87952
H: 1.93526 -1.95354 2.50985
H: 2.17811 -1.15616 0.80668
H: -0.42062 -2.72139 2.11161
H: 0.43272 -3.25285 0.51742
H: -2.48855 -0.95901 1.66390
H: -4.67944 0.39915 0.42160
H: -0.19884 -2.72798 -2.94501
H: 0.19823 -0.89589 -3.14576
H: 2.24059 -1.00013 -1.39622
H: 1.85940 -2.88743 -1.09000
H: 2.00201 -2.10735 -4.16269
H: 3.66430 -1.86491 -3.13984
C: -4.30786 -4.51108 5.96877
C: -2.82194 -4.20891 5.91253
O: -2.58320 -2.80499 6.10064
C: -2.59549 -2.35960 7.39748
O: -2.80144 -3.08406 8.36775
C: -2.27778 -0.86685 7.45681
F: -2.96839 -0.14301 6.52827
F: -0.95662 -0.61352 7.22793
F: -2.56860 -0.30564 8.66428
H: -4.85375 -3.89278 5.24904
H: -4.49697 -5.56518 5.74749
H: -4.71985 -4.28618 6.95749
H: -2.43364 -4.46668 4.92131
H: -2.25904 -4.80129 6.64282
C: -5.43597 6.12090 -6.78208
C: -5.67221 4.66750 -6.41570
O: -4.64029 4.19275 -5.53641
C: -4.77913 4.51936 -4.21189
O: -5.71147 5.18233 -3.76481
C: -3.64758 3.91074 -3.38610
F: -2.42179 4.08640 -3.96024
F: -3.79880 2.56465 -3.22118
F: -3.55581 4.43906 -2.13311
H: -4.43364 6.25395 -7.20154
H: -6.17520 6.46080 -7.51275
H: -5.49949 6.76621 -5.90036
H: -5.62733 4.05058 -7.31965
H: -6.66269 4.51636 -5.97165
C: 8.96848 -2.53178 -5.52270
C: 8.31763 -1.24614 -5.99803
O: 7.35894 -0.77817 -5.03610
C: 7.86680 -0.09084 -3.96374
O: 9.06386 0.12672 -3.79526
C: 6.74074 0.39176 -3.05168
F: 5.81001 -0.57573 -2.80514
F: 6.05913 1.44415 -3.59010
F: 7.18225 0.80928 -1.83173
H: 8.20851 -3.28390 -5.28805
H: 9.63991 -2.93138 -6.28779
H: 9.54603 -2.36763 -4.60761
H: 7.76857 -1.43586 -6.92662
H: 9.06105 -0.47104 -6.21624

Record 3
Entry from the OMol25 dataset: C16H14Cl3GeIrN2OS2 as an isolated structure (ωB97M-V/def2-TZVPD).

Computed properties:
Lowest unoccupied orbital energy (alpha / beta) = -0.2695 / -0.2627 Eh
E_HOMO (alpha / beta) = -11.71 / -11.71 eV
Charge = +1
2S+1 = 2

Geometry (Å):
Ir: -0.38830 0.07730 0.02130
C: 3.30770 -2.09190 -1.19800
C: 2.06950 -1.76310 -0.42430
N: 1.40460 -0.61640 -0.76550
N: 1.94380 0.12970 -1.68200
C: 1.43420 1.27580 -2.02880
S: 0.11460 2.00720 -1.11430
S: 2.09860 2.12810 -3.39550
C: 3.48910 3.03510 -2.56810
C: 2.93750 3.81490 -1.42800
C: 2.15720 4.94650 -1.67940
C: 1.68810 5.71700 -0.63310
C: 1.97330 5.35490 0.67710
C: 2.69540 4.19470 0.93450
C: 3.16240 3.42110 -0.11090
C: 1.66600 -2.63560 0.62160
C: 2.42510 -3.78200 0.93130
C: 2.07640 -4.65320 1.95010
C: 0.97470 -4.39710 2.75980
C: 0.20260 -3.28250 2.50810
C: 0.47650 -2.41940 1.42810
O: -0.37920 -1.49100 1.17470
H: 3.47580 -1.34320 -1.96550
H: 3.18640 -3.06520 -1.67540
H: 4.17680 -2.13700 -0.54160
H: 3.89380 3.67290 -3.35300
H: 4.22990 2.29570 -2.26960
H: 1.93560 5.22180 -2.69800
H: 1.09520 6.59530 -0.83300
H: 1.63160 5.96880 1.49580
H: 2.88620 3.89650 1.95350
H: 3.72430 2.52240 0.09450
H: 3.31080 -4.00690 0.36130
H: 2.67270 -5.53670 2.11990
H: 0.71380 -5.06690 3.56410
H: -0.66520 -3.04880 3.10460
Cl: -3.71990 0.92650 -1.68640
Ge: -2.87310 0.14840 0.13300
Cl: -3.53650 -1.88840 0.27480
Cl: -3.81660 1.21600 1.73310

Record 4
Entry from the OMol25 dataset: a 15-piece molecular cluster, H30O15 overall (ωB97M-V/def2-TZVPD).

Computed properties:
Lowest unoccupied orbital energy (alpha / beta) = -0.1229 / -0.3780 Eh
E_HOMO (alpha / beta) = -12.83 / -12.83 eV
Charge = +1
Energy above the lowest of the compared OMol25 structures with the same formula, charge and spin = 12.7 kcal/mol
2S+1 = 2

Geometry (Å):
O: 3.16395 -1.19056 1.56487
H: 2.49304 -1.10407 2.26984
H: 4.01001 -1.49799 1.89684
O: -1.37986 -0.06290 1.64938
H: -1.14267 0.77236 2.14276
H: -0.80004 0.21501 0.89498
O: 1.56695 -0.24999 -0.20903
H: 1.14617 -0.65304 -0.94939
H: 2.39155 -0.75568 -0.00132
O: -2.58332 -2.72150 -0.39231
H: -3.01726 -1.94515 0.04302
H: -3.21841 -3.37860 -0.71919
O: -4.04581 -0.60247 0.25523
H: -4.03242 -0.05685 1.10938
H: -3.60775 0.00448 -0.37298
O: -0.32663 -1.67299 -1.49363
H: -0.69135 -2.46279 -1.92458
H: -0.88268 -1.75609 -0.72394
O: 3.23062 1.22921 2.51738
H: 2.83035 2.10095 2.25488
H: 4.01999 1.36208 1.98192
O: 3.11273 1.63554 -3.74898
H: 2.50176 0.91052 -4.03682
H: 2.44162 2.06137 -3.21817
O: 0.38250 0.64618 -3.82515
H: 0.46744 0.95885 -2.91823
H: 0.79564 1.32205 -4.38439
O: 0.23493 2.36934 2.48768
H: -0.11072 3.17203 2.85370
H: 1.00519 1.86499 2.73868
O: -2.28451 -2.56567 2.33954
H: -1.90908 -1.69517 1.97052
H: -3.20058 -2.57624 1.97811
O: -0.34198 -4.39703 -0.15370
H: -0.97659 -3.79000 0.15576
H: 0.54671 -4.11317 -0.40449
O: 2.15860 3.20684 1.13232
H: 1.69494 4.04510 1.26821
H: 1.82410 2.88783 0.31384
O: 0.29313 2.57844 -0.72206
H: -0.03380 1.68952 -0.48449
H: -0.23990 3.27461 -0.35600
O: -2.96706 1.28579 -1.46661
H: -2.45930 2.07865 -1.38671
H: -3.61851 1.05701 -2.13018

Record 5
Entry from the OMol25 dataset: the molecule C9H8ClNO (ωB97M-V/def2-TZVPD).

Computed properties:
Lowest unoccupied orbital energy = 0.0056 Eh
E_HOMO = -8.70 eV
Charge = 0
Energy above the lowest of the compared OMol25 structures with the same formula, charge and spin = 62.9 kcal/mol
2S+1 = 1
SMILES string = O=CN/C=C\c1ccc(Cl)cc1

Geometry (Å):
C: 1.00088 -0.93384 2.44215
C: -0.38229 -0.96035 2.18436
C: -0.93901 -0.17876 1.12540
C: -0.14564 0.67257 0.33968
C: -0.70165 1.31395 -0.79102
C: -0.95263 1.10194 -2.12079
C: -0.07173 -1.36163 -2.30301
C: 1.18344 0.90294 0.93354
C: 1.72355 0.33087 2.01259
H: -1.07653 -1.59660 2.59048
H: -2.00350 -0.16715 0.68081
H: -1.40147 2.22133 -0.42106
H: -1.53332 1.82230 -2.77066
H: -0.78922 0.02726 -3.86394
H: -0.10596 -1.36639 -1.09396
H: 1.73457 1.68005 0.49512
H: 2.88583 0.43571 2.46558
N: -0.60582 -0.11827 -2.76978
O: 0.45854 -2.23325 -2.95387
Cl: 1.72197 -1.59269 3.81839

Record order is preserved below.
E: -288.717724 -5179.874512 -5160.839227 -1146.135591 -937.816293 Ha
Record order is preserved below.
Max |F|: 2.43 7.67 3.94 3.44 6.20 eV Å⁻¹